Density functional theory data (wB97M-V/def2-TZVPD) for C4H5NO in the gas phase in a non-equilibrium geometry.

The calculation puts the energy relative to the best compared isomer or geometry (same formula, charge and spin) at 436.8 kJ/mol.

```
! RIJCOSX wB97M-V def2-TZVPD def2/J DEFGRID3
* xyz 0 1
H 1.62 1.37 -0.43
H 0.04 1.44 1.37
N 1.93 -1.76 -0.73
C -1.36 -0.39 -0.18
H -2.26 -0.27 0.44
H -0.87 -1.35 0.02
C -0.53 0.83 -0.15
O 0.69 0.68 1.35
C 1.51 -0.73 -0.39
H -1.72 -0.40 -1.23
C 0.95 0.58 -0.07
*
```

***

Density functional theory data (wB97M-V/def2-TZVPD) for a molecular structure, C4H5NO.

The calculation puts the energy relative to the best compared isomer or geometry (same formula, charge and spin) at 598.6 kJ/mol.

```
! RIJCOSX wB97M-V def2-TZVPD def2/J DEFGRID3
* xyz 0 1
H 2.69 -0.41 -0.21
C -1.59 0.29 0.06
N 2.03 0.35 -0.35
C -0.41 0.69 -0.18
C -1.11 -1.11 0.40
H 0.03 2.36 -0.30
C 0.85 -0.03 -0.12
H -1.35 -1.37 1.44
H -0.06 2.15 -1.04
O 0.38 -1.24 0.28
H -1.54 -1.85 -0.28
*
```

***

Density functional theory data (wB97M-V/def2-TZVPD) for C4H5NO in the gas phase in a non-equilibrium geometry.

The calculation puts the energy relative to the best compared isomer or geometry (same formula, charge and spin) at 391.1 kJ/mol. The SMILES is C[C@H](C#N)C=O.

```
! RIJCOSX wB97M-V def2-TZVPD def2/J DEFGRID3
* xyz 0 1
C -0.52 1.45 -0.32
C -0.99 -0.70 0.54
N -0.36 1.47 -1.51
H 2.31 -0.39 -0.28
H -1.78 -0.11 1.03
O 1.20 0.41 -1.63
H 0.73 0.17 1.55
H -1.31 -0.90 -0.48
C 0.25 0.22 0.53
H -0.85 -1.63 1.08
C 1.32 0.00 -0.50
*
```

***

> The highest energy relative to the best compared isomer or geometry (same formula, charge and spin) belongs to which entry?

number 2